Record 1
{
  "formula": "BrH4N2P",
  "method": "the ωB97M-V functional and the def2-TZVPD basis",
  "gap_ev": [9.060, 9.061],
  "energy_ev": -82375.491,
  "homo_ev": [-8.92, -8.92],
  "e_above_lowest_kcal_mol": 48.0,
  "max_force_ev_per_a": 4.040,
  "species": ["N", "N", "P", "Br", "H", "H", "H", "H"],
  "coordinates": [[0.13766, 1.03050, 0.81652], [0.48348, -1.13711, -1.04865], [0.40773, 0.51058, -1.41159], [2.51747, 0.71041, -1.42949], [0.62226, 1.86355, 1.22746], [-0.73624, 1.36136, 0.49424], [0.89097, -1.51715, -0.11059], [-0.20781, -1.82465, -1.30958]],
  "forces_ev_per_a": [[1.6, -0.6, -2.4], [0.2, -1.5, 2.1], [-0.7, -1.0, 3.9], [2.0, 0.9, -0.2], [-0.3, -0.7, -1.0], [-1.7, 0.7, 0.4], [-0.6, 1.6, -2.2], [-0.4, 0.5, -0.4]]
}


Record 2
{
  "formula": "CH37N2O16",
  "method": "the ωB97M-V functional and the def2-TZVPD basis",
  "gap_ev": 10.650,
  "energy_ev": -37373.128,
  "homo_ev": -13.01,
  "e_above_lowest_kcal_mol": 0.0,
  "charge": 1,
  "max_force_ev_per_a": 2.270,
  "species": ["N", "C", "N", "H", "H", "H", "H", "H", "H", "H", "O", "H", "H", "O", "H", "H", "O", "H", "H", "O", "H", "H", "O", "H", "H", "O", "H", "H", "O", "H", "H", "O", "H", "H", "O", "H", "H", "O", "H", "H", "O", "H", "H", "O", "H", "H", "O", "H", "H", "O", "H", "H", "O", "H", "H", "O"],
  "coordinates": [[0.24190, -1.47113, -0.44625], [1.15899, -0.69653, 0.01775], [0.92778, -0.01906, 1.13646], [-0.70967, -1.55311, -0.02939], [0.34134, -1.98336, -1.32674], [2.09930, -0.39269, -0.42815], [1.68755, 0.46377, 1.61534], [0.03658, 0.06494, 1.59449], [1.67021, -3.79960, -2.31345], [1.18382, -2.80000, -3.22063], [0.82751, -3.58614, -2.74715], [0.60526, -0.60922, -3.97421], [-0.72393, -0.72987, -3.15625], [0.13085, -1.13200, -3.32525], [-1.37066, 1.24612, 0.72158], [-1.64081, 2.02541, -0.59947], [-1.53453, 1.14005, -0.21971], [-0.29409, 1.41018, 3.24438], [-1.12286, 2.60912, 3.20669], [-0.38197, 2.22032, 2.71843], [3.03428, 3.00793, 1.94231], [1.54761, 2.92582, 1.83863], [2.25309, 2.85716, 2.49038], [-2.33555, -4.12269, -0.38565], [-1.99093, -4.54122, 1.01250], [-2.43664, -3.83345, 0.52743], [3.02234, -0.30604, 4.03531], [2.68688, 1.02748, 3.20136], [2.63845, 0.05591, 3.23440], [-2.72863, -0.60058, 0.12975], [-2.67555, -1.88665, 0.58847], [-2.16887, -1.07413, 0.77313], [1.25094, 2.20584, -1.88975], [0.09920, 1.36511, -1.23302], [0.61858, 1.48592, -2.03532], [-0.90134, 2.48128, -3.88512], [-1.99291, 1.67716, -4.74232], [-1.16300, 1.64171, -4.25938], [-1.80480, -0.76734, 4.50868], [-1.60092, -1.33355, 3.13158], [-1.38022, -0.55743, 3.66779], [-2.51511, 4.26827, -1.81129], [-3.61269, 3.21723, -2.51315], [-2.79542, 3.38964, -2.04794], [1.13343, -3.26592, 1.33906], [0.53414, -4.27729, 2.33851], [0.65295, -4.08998, 1.40170], [2.91358, 2.99170, -1.21230], [2.93577, 2.08627, 0.03077], [2.38214, 2.74947, -0.44868], [-3.70678, -0.53608, -1.66645], [-4.43825, -1.75218, -1.62786], [-3.62382, -1.40038, -1.23134], [4.01851, 0.30147, 1.23619], [4.95941, 1.26853, 0.59336], [4.05759, 0.93378, 0.49977]],
  "forces_ev_per_a": [[-0.1, -1.3, -1.3], [-1.0, 1.4, 1.4], [0.9, 0.6, 0.1], [0.4, 0.5, 0.4], [0.3, 0.3, 0.0], [0.0, -0.9, -0.5], [-0.5, -0.3, -0.5], [-0.2, -0.6, 0.0], [-0.4, -0.9, 0.2], [-1.3, -0.4, -0.1], [1.8, 0.9, 0.1], [-0.4, 0.6, 0.0], [0.1, 0.5, -0.3], [0.3, -0.6, -0.1], [-0.1, 0.4, 0.2], [-0.3, 0.0, 0.1], [0.1, 0.4, -0.6], [0.3, -0.2, -0.1], [0.1, 0.4, -0.4], [-0.7, -0.4, 0.5], [0.0, 0.2, 0.2], [-0.4, 0.1, 0.2], [0.7, -0.4, -0.2], [-0.1, 0.1, -0.1], [0.0, 0.3, 0.1], [0.0, -0.5, -0.1], [0.1, 0.4, 0.2], [0.1, 0.1, 0.7], [0.2, -0.1, -0.5], [0.9, 0.9, 0.6], [0.7, -0.8, 1.0], [-1.1, -0.6, -0.2], [-0.6, -0.5, 0.5], [0.0, 0.2, 0.1], [0.3, 0.1, -0.9], [-0.4, 0.2, 0.1], [0.2, 0.7, 0.1], [0.1, -1.2, -0.3], [0.1, 0.2, 0.1], [0.0, 0.4, -0.3], [-0.1, -0.4, 0.1], [-0.9, 0.6, -0.5], [-0.1, 1.1, 0.1], [1.2, -1.7, 0.5], [0.1, 0.2, 0.1], [0.2, 0.1, 0.0], [-0.3, -0.4, 0.0], [0.2, 0.2, 0.0], [-0.4, 0.4, -0.6], [0.5, 0.1, 0.5], [0.8, 0.2, 0.3], [0.2, -0.8, 0.5], [-1.4, 0.5, -1.6], [-0.3, 0.0, 0.0], [0.0, 0.1, -0.3], [0.6, -0.6, 0.7]]
}


Record 3
{
  "formula": "H14O7",
  "method": "the ωB97M-V functional and the def2-TZVPD basis",
  "gap_ev": 11.502,
  "energy_ev": -14561.425,
  "homo_ev": -11.09,
  "e_above_lowest_kcal_mol": 0.8,
  "smiles": "O.O.O.O.O.O.O",
  "max_force_ev_per_a": 0.598,
  "species": ["O", "H", "H", "O", "H", "H", "O", "H", "H", "O", "H", "H", "O", "H", "H", "O", "H", "H", "O", "H", "H"],
  "coordinates": [[0.79250, -1.00891, -2.58298], [0.84304, -1.97387, -2.68127], [1.36564, -0.78229, -1.80811], [0.15848, -0.98602, 1.76410], [0.38300, -1.49251, 2.55262], [0.10366, -0.04112, 2.06482], [-2.19402, -1.42623, 0.32225], [-2.20602, -2.35103, 0.03904], [-1.40986, -1.36192, 0.89752], [-1.37299, 0.33467, -1.62684], [-0.70598, -0.21026, -2.10561], [-1.77906, -0.28219, -0.98210], [1.99475, -0.16955, -0.29826], [1.60580, 0.72586, -0.34964], [1.45556, -0.60550, 0.39810], [0.10833, 1.60475, 2.33278], [0.01731, 1.93592, 1.40321], [0.97479, 1.94252, 2.61408], [0.17744, 1.96792, -0.33065], [0.17427, 2.81117, -0.80296], [-0.48664, 1.36860, -0.82010]],
  "forces_ev_per_a": [[0.2, -0.6, 0.0], [0.0, 0.5, 0.0], [-0.2, -0.1, -0.1], [0.0, -0.1, 0.2], [0.0, 0.0, -0.1], [0.0, 0.0, 0.0], [0.0, -0.4, 0.0], [-0.1, 0.3, 0.0], [0.1, 0.1, 0.1], [0.1, -0.1, 0.0], [-0.2, 0.1, 0.1], [0.0, 0.1, -0.1], [-0.3, 0.0, 0.3], [0.1, -0.2, 0.0], [0.3, 0.2, -0.3], [0.4, 0.4, -0.1], [0.0, -0.2, 0.2], [-0.4, -0.2, 0.0], [-0.2, 0.2, -0.3], [0.0, -0.2, 0.1], [0.2, 0.2, 0.1]]
}